# 1
82
Properties=species:S:1:pos:R:3:forces:R:3 method="wB97M-V/def2-TZVPD" smiles="CCCCC[C@@]1(C[C@H](C)Br)CC(=O)O[C@H]1CCCCCCOC(C)=O.c1ccncc1.c1ccncc1" homo_energy_ev=-9.31 gap_ev=9.8 charge=0
C 5.29641 1.73471 0.22839 -0.034 -0.010 0.045
C 5.48377 0.20890 0.30049 0.028 0.036 0.002
C 5.00047 -0.54159 -0.94502 -0.012 -0.025 0.014
C 3.50683 -0.35226 -1.29630 0.049 0.008 0.030
C 2.60736 -1.58760 -1.05506 0.044 -0.241 0.141
C 1.47034 -1.36276 -0.04946 -0.118 -0.011 -0.062
C 2.10863 -1.14116 1.35502 -0.127 0.156 0.017
C 2.16640 -2.31058 2.34015 0.179 0.028 -0.095
C 0.97338 -2.42149 3.28104 -0.045 -0.028 0.028
Br 3.83860 -2.09024 3.38188 -0.149 -0.099 0.038
C 0.59355 -0.14140 -0.36400 0.295 0.008 -0.147
C -0.68344 -0.45056 0.37422 0.066 -0.156 -0.018
O -1.55819 0.29491 0.69976 -0.083 0.221 0.161
O -0.73062 -1.77057 0.66417 0.298 0.004 0.022
C 0.36597 -2.45857 0.00130 -0.141 0.117 -0.035
C -0.14205 -3.07598 -1.31610 0.105 -0.103 0.023
C -1.31799 -2.37692 -2.00209 0.004 0.021 -0.080
C -2.67082 -2.71656 -1.38014 -0.100 -0.051 0.039
C -3.86421 -1.92777 -1.92947 -0.115 0.019 0.049
C -3.70881 -0.40277 -1.93844 -0.058 0.055 0.061
C -4.10758 0.24995 -0.62155 -0.053 -0.191 0.171
O -5.50619 0.60250 -0.71057 -0.092 0.178 -0.107
C -5.90876 1.64354 0.07690 0.276 -0.501 -0.114
C -5.85927 1.40486 1.56036 0.076 0.028 0.041
O -6.33066 2.63550 -0.43625 -0.345 0.369 0.066
H 4.75059 2.11936 1.09071 0.031 -0.001 0.004
H 6.25644 2.25015 0.20932 -0.036 0.018 -0.030
H 4.74103 2.03533 -0.66247 0.040 -0.010 -0.016
H 4.99555 -0.18802 1.19464 0.009 0.010 -0.052
H 6.54560 -0.01406 0.43024 -0.026 -0.047 0.028
H 5.20175 -1.60847 -0.80828 0.043 0.021 -0.061
H 5.61769 -0.22255 -1.78936 -0.037 0.008 0.005
H 3.42764 -0.07356 -2.34809 -0.044 0.016 0.022
H 3.11885 0.50541 -0.74105 0.017 -0.018 -0.010
H 3.23362 -2.40339 -0.67372 -0.085 -0.040 -0.022
H 2.21324 -1.94064 -2.00591 -0.055 0.079 -0.065
H 3.12735 -0.81213 1.17101 -0.069 0.105 -0.003
H 1.60856 -0.30812 1.85908 0.045 -0.067 0.069
H 2.33960 -3.25636 1.83190 0.098 0.017 -0.021
H 0.25225 -3.14427 2.89499 -0.031 0.073 -0.016
H 1.27380 -2.74863 4.27426 -0.004 -0.069 -0.049
H 0.46384 -1.46242 3.37567 0.035 -0.007 0.046
H 1.00245 0.81451 -0.04263 -0.031 -0.027 0.107
H 0.39032 -0.05055 -1.43438 -0.046 -0.039 0.029
H 0.64351 -3.27456 0.66358 0.061 0.028 0.034
H 0.69200 -3.14285 -2.01223 0.059 -0.065 0.001
H -0.43680 -4.10927 -1.11168 -0.004 0.027 0.021
H -1.33095 -2.69264 -3.05029 0.002 0.055 0.010
H -1.15186 -1.29877 -2.02489 -0.048 -0.080 -0.009
H -2.62846 -2.60495 -0.29434 0.046 0.065 -0.099
H -2.85354 -3.78007 -1.56913 -0.036 0.006 0.094
H -4.12764 -2.28937 -2.92667 0.145 0.066 -0.056
H -4.72530 -2.15986 -1.29383 -0.062 -0.059 -0.136
H -4.33815 0.03044 -2.71797 0.008 0.040 0.028
H -2.68842 -0.09694 -2.17623 -0.020 -0.070 -0.019
H -3.96929 -0.43963 0.21804 0.096 0.085 -0.064
H -3.51330 1.14387 -0.42294 -0.122 -0.016 -0.048
H -5.63613 2.33616 2.07545 -0.026 -0.014 0.010
H -5.13877 0.63594 1.83002 0.012 0.038 -0.004
H -6.84999 1.06749 1.87156 0.010 0.011 -0.016
N -4.77821 2.98350 -5.82756 0.000 -0.017 -0.016
C -4.65070 3.38379 -4.56336 -0.010 -0.009 -0.001
C -5.49493 2.98346 -3.53786 0.093 -0.005 -0.009
C -6.53023 2.11425 -3.83942 -0.025 -0.020 0.016
C -6.67862 1.69019 -5.15052 -0.001 0.001 0.012
C -5.78063 2.15197 -6.10242 0.018 0.011 0.010
H -3.82637 4.05981 -4.36136 -0.008 0.006 0.002
H -5.34559 3.32607 -2.52365 -0.023 0.011 -0.029
H -7.19861 1.77686 -3.05790 0.019 0.004 0.006
H -7.47285 1.01309 -5.43566 0.001 0.000 -0.006
H -5.86862 1.83813 -7.13720 -0.005 -0.002 0.001
N 6.32351 2.55675 3.89396 0.006 0.006 -0.005
C 6.09737 1.25716 4.07004 -0.020 0.012 -0.013
C 5.36023 0.74008 5.12597 0.011 0.002 -0.080
C 4.82691 1.62022 6.05234 0.010 0.001 0.001
C 5.05640 2.97673 5.88375 -0.002 -0.005 0.005
C 5.80688 3.39158 4.79325 0.000 -0.010 -0.003
H 6.52191 0.59327 3.32410 -0.002 -0.007 -0.001
H 5.19667 -0.32648 5.19068 0.018 0.048 0.103
H 4.24175 1.25713 6.88748 0.001 0.001 0.001
H 4.66132 3.70376 6.58029 0.001 0.004 -0.003
H 6.00228 4.44604 4.63147 -0.003 0.000 0.006

=====

# 2
82
Properties=species:S:1:pos:R:3:forces:R:3 method="wB97M-V/def2-TZVPD" homo_energy_ev="-11.32 / -11.32" relative_energy_kcal_mol=61.82 spin_multiplicity=3 gap_ev="4.9 / 4.7" charge=+2
N 6.23335 3.63502 -0.36909 -0.150 0.426 -0.114
C 6.35679 3.45515 0.94756 -0.042 -0.765 -0.041
C 6.27569 2.19312 1.54784 -0.162 -0.084 -0.441
C 6.02234 1.05845 0.73820 1.108 0.648 -0.767
C 5.91954 1.27792 -0.66206 0.037 0.454 0.295
C 6.02896 2.57999 -1.15948 0.174 -0.649 0.572
C 5.75580 -0.24810 1.28842 0.413 -0.839 -0.272
Pt -0.33039 -1.31673 0.01864 -0.008 -0.011 -0.020
P -5.31597 -0.99818 0.29758 2.198 -0.066 -0.608
C 5.45924 -1.34120 0.49441 1.118 0.374 0.545
C 4.20849 -2.03445 0.59900 -0.722 -1.199 0.943
C 3.65079 -2.67539 -0.53940 0.353 0.411 0.306
C 2.26670 -2.71434 -0.68474 -0.242 0.595 0.904
C 1.49490 -2.13324 0.34671 -0.174 -1.507 0.277
C 2.02566 -2.00119 1.64138 0.495 0.197 -0.621
C 3.40295 -1.88828 1.75891 -0.251 -0.096 -0.544
Br -3.12969 -1.22713 -0.48979 -1.633 0.057 0.227
H 5.76011 -0.32702 2.37841 -1.194 0.218 -0.123
H 6.12230 -1.64254 -0.32135 -0.640 0.897 -0.595
H 6.39512 2.09308 2.62696 -0.018 -0.029 -0.217
H 5.74338 0.44539 -1.34810 -0.044 0.281 0.274
H 6.52896 4.34618 1.55777 -0.005 -0.235 -0.239
H 5.94621 2.76280 -2.23587 0.073 0.056 0.368
H 4.31810 -3.01272 -1.33609 -0.226 0.152 0.165
H 3.86544 -1.59259 2.70011 -0.117 -0.117 -0.179
H 1.76288 -3.12851 -1.55642 0.382 0.226 0.023
H 1.34270 -1.93690 2.48455 0.288 0.187 -0.092
P 0.09864 0.11706 -1.69445 -0.018 0.010 -0.539
C -5.16645 -1.74203 1.91995 -0.341 -0.099 0.500
C -4.83484 -3.24257 1.91299 -0.039 -0.265 0.051
H -6.11463 -1.53693 2.44248 0.182 -0.099 -0.018
H -4.37854 -1.19056 2.45847 -0.248 0.076 -0.317
H -4.47967 -3.53953 2.90586 -0.122 0.135 -0.191
H -5.71089 -3.85579 1.67866 0.252 0.189 0.089
H -4.03661 -3.48115 1.20242 -0.135 0.063 0.100
C -6.31531 -1.81606 -0.94908 -0.433 -0.090 -0.434
C -7.15888 -3.00370 -0.48640 -0.248 -0.374 0.126
H -5.62542 -2.12586 -1.74950 -0.207 0.178 0.249
H -6.96337 -1.03012 -1.36955 0.188 -0.138 0.108
H -7.84691 -3.28446 -1.29091 0.136 0.110 0.152
H -6.54675 -3.88378 -0.26809 -0.100 0.230 -0.080
H -7.76464 -2.77502 0.39864 0.112 -0.006 -0.185
C -5.55771 0.78346 0.31035 0.117 0.305 -0.009
C -6.83154 1.27087 1.00353 -0.350 0.029 0.137
H -5.56367 1.09139 -0.74603 0.120 -0.118 0.196
H -4.66433 1.22318 0.77831 -0.159 -0.182 -0.112
H -6.85905 2.36571 0.94689 -0.005 -0.275 0.025
H -7.73665 0.89712 0.50902 0.178 0.051 0.124
H -6.86900 0.99160 2.06335 0.037 0.048 -0.242
C -0.60770 1.79777 -1.70850 0.117 0.229 -0.044
C -2.12683 1.92622 -1.67158 -0.248 0.328 0.035
H -0.22159 2.25630 -2.63258 -0.084 -0.032 0.300
H -0.14840 2.33532 -0.86266 -0.140 -0.138 -0.611
H -2.39848 2.94630 -1.97942 0.009 -0.299 0.048
H -2.62292 1.22906 -2.35718 0.113 0.167 0.144
H -2.52424 1.77647 -0.66021 0.141 -0.123 -0.222
C -0.45551 -0.61118 -3.27891 0.093 0.466 -0.119
C 0.04848 -2.03373 -3.50056 -0.055 -0.112 -0.245
H -0.10169 0.06668 -4.07175 -0.128 -0.202 0.047
H -1.55574 -0.57775 -3.28645 0.288 -0.017 0.014
H -0.37810 -2.42735 -4.43252 0.188 0.047 0.241
H 1.14233 -2.07004 -3.58489 -0.280 -0.018 0.016
H -0.26142 -2.69741 -2.68408 0.044 0.078 -0.102
C 1.91992 0.38573 -1.82428 0.130 -0.343 0.157
C 2.44659 1.81296 -1.98480 -0.041 0.082 -0.161
H 2.24106 -0.24436 -2.66971 -0.044 0.164 0.256
H 2.35464 -0.07000 -0.92259 -0.040 0.100 -0.315
H 3.49623 1.76643 -2.29762 -0.256 0.059 0.125
H 1.89829 2.38119 -2.74396 0.204 -0.049 0.133
H 2.41696 2.36371 -1.03513 -0.023 -0.104 -0.272
S -1.03888 0.29910 1.63335 -0.372 0.258 0.455
C 0.37662 1.17314 2.10395 -0.204 0.665 -0.241
N 0.63827 2.36685 1.47880 0.978 -0.426 0.357
C 1.84530 3.00185 1.59374 -0.659 -0.243 0.379
C 2.78718 2.49997 2.46512 0.267 0.183 -0.228
C 2.50448 1.34816 3.20963 -0.482 -0.012 -0.002
C 1.27206 0.72050 3.06280 0.512 -0.019 -0.056
H -0.09106 2.75391 0.88092 0.294 -0.212 0.225
H 1.97759 3.89282 0.98503 0.003 -0.121 0.250
H 3.74860 3.00206 2.56936 -0.296 -0.142 -0.159
H 3.24939 0.93614 3.88953 -0.204 0.194 -0.089
H 0.98445 -0.16822 3.61617 0.244 0.234 -0.074

=====

# 3
82
Properties=species:S:1:pos:R:3:forces:R:3 method="wB97M-V/def2-TZVPD" homo_energy_ev="-12.65 / -12.72" spin_multiplicity=4 gap_ev="6.2 / 5.3" charge=+2
N -5.16660 -1.23974 3.84763 0.633 -0.021 -0.362
C -4.29943 -0.32383 4.31560 -0.608 0.346 -0.541
C -3.76837 0.68656 3.50566 -0.040 -0.530 -0.651
C -3.98057 0.63060 2.10184 -0.968 -0.743 0.839
C -4.91372 -0.31568 1.61918 0.030 -0.119 0.801
C -5.47311 -1.23261 2.54033 0.047 0.785 -0.190
C -3.16560 1.45475 1.23113 0.502 0.523 -0.661
V 0.03825 1.49377 -1.43124 1.967 -5.588 3.297
P 2.54001 0.29121 -1.42613 -1.212 0.365 -0.107
C -3.16382 1.44694 -0.11742 0.515 0.085 -0.178
C -2.12236 2.09638 -0.95912 -0.743 -0.048 0.533
C -1.96229 1.70235 -2.31430 -1.135 0.351 -0.341
C -0.97840 2.25770 -3.14809 -0.462 0.063 -0.597
C -0.12987 3.19147 -2.57285 2.600 2.478 -1.929
C -0.16841 3.58012 -1.21988 -0.917 0.854 -0.260
C -1.18710 3.00913 -0.42106 0.073 1.011 0.031
Br 1.45678 3.82734 -3.67957 -2.327 -0.081 0.755
H -2.40570 2.04071 1.75422 -0.194 -0.115 -0.116
H -3.89268 0.86231 -0.67155 0.111 0.004 0.064
H -3.21842 1.51793 3.94203 0.246 -0.305 -0.084
H -5.24718 -0.31198 0.57510 0.305 -0.212 0.428
H -4.05730 -0.36164 5.38585 -0.272 0.018 -0.440
H -6.22513 -1.96513 2.20011 0.481 0.417 0.272
H -2.68632 1.01655 -2.74569 0.296 -0.181 0.168
H -1.23196 3.30086 0.62546 0.021 -0.210 -0.240
H -0.79523 1.88492 -4.16155 -0.294 0.303 0.341
H 0.56118 4.28008 -0.81395 -0.227 -0.200 -0.122
P -0.33600 -1.74943 -0.67496 -0.637 -0.064 -1.176
C 2.96299 1.89979 -0.62441 0.598 0.059 -0.478
C 3.83522 2.86067 -1.42839 -0.041 0.678 -0.344
H 3.51215 1.58616 0.28025 -0.493 0.151 -0.008
H 2.01981 2.39482 -0.28700 0.621 -0.231 0.034
H 3.96140 3.80596 -0.88158 0.120 -0.239 -0.065
H 4.82833 2.44926 -1.65106 -0.381 0.162 0.155
H 3.34894 3.13307 -2.38065 0.563 -0.339 0.643
C 2.29317 0.44336 -3.25392 0.497 0.045 -0.003
C 3.54027 0.58639 -4.12376 0.044 0.279 -0.634
H 1.58474 1.28247 -3.44512 0.404 -0.531 0.086
H 1.76735 -0.48776 -3.53084 0.056 0.362 0.114
H 3.25462 0.84505 -5.15376 0.096 -0.154 0.214
H 4.21837 1.37548 -3.77715 -0.236 -0.207 -0.062
H 4.09348 -0.36024 -4.16772 -0.102 0.251 0.050
C 3.99344 -0.78450 -1.15517 -0.087 -0.224 0.103
C 5.34381 -0.10978 -1.38842 0.201 0.069 -0.170
H 3.85286 -1.65159 -1.82047 0.094 0.222 0.249
H 3.90264 -1.14842 -0.11998 0.137 0.078 -0.394
H 6.15693 -0.83141 -1.27590 -0.133 0.009 0.054
H 5.41129 0.29909 -2.40343 0.090 -0.095 0.384
H 5.52195 0.69643 -0.66860 -0.014 -0.195 -0.134
C 0.58626 -3.08410 0.22932 0.285 0.237 0.122
C 2.07600 -3.29458 -0.03624 0.163 -0.088 0.063
H 0.04180 -4.01982 0.01664 0.037 0.365 0.048
H 0.45472 -2.85781 1.29885 0.004 -0.178 -0.314
H 2.34081 -4.32554 0.24650 0.020 0.383 -0.125
H 2.35153 -3.15680 -1.09087 -0.113 -0.096 0.272
H 2.68344 -2.61855 0.58098 -0.196 -0.201 -0.251
C -0.28999 -2.40884 -2.41484 0.112 -0.409 0.496
C -1.33205 -1.81909 -3.36882 0.077 -0.176 -0.017
H -0.42897 -3.49844 -2.32084 0.122 0.222 -0.335
H 0.73221 -2.21802 -2.78517 -0.345 -0.229 0.027
H -1.24345 -2.32283 -4.34203 -0.134 0.272 0.220
H -2.35722 -1.97321 -3.00158 0.273 0.036 -0.098
H -1.18626 -0.73939 -3.53064 0.041 -0.222 0.042
C -2.02493 -2.35243 -0.15076 -0.029 0.228 -0.338
C -2.19186 -2.73888 1.32006 -0.095 -0.067 0.162
H -2.24020 -3.22871 -0.78694 -0.035 0.277 0.185
H -2.73464 -1.55474 -0.41885 0.021 -0.293 0.102
H -3.22727 -3.05596 1.50379 0.272 0.114 0.014
H -1.54010 -3.57948 1.60045 -0.296 0.268 -0.090
H -1.98039 -1.89022 1.98668 -0.192 -0.141 -0.214
S 0.20868 0.39149 1.24275 0.165 -0.701 0.913
C 0.09928 0.43927 2.96286 0.201 0.140 -0.053
N -0.29063 -0.69505 3.64555 -0.263 0.530 0.339
C -0.68138 -0.67418 4.96299 0.575 0.491 -0.513
C -0.53693 0.49494 5.68393 -0.416 -0.901 0.400
C 0.07327 1.60166 5.09253 0.383 0.423 -1.006
C 0.39597 1.57756 3.73290 -0.604 -0.330 1.033
H -0.36224 -1.57617 3.12677 -0.083 0.608 0.116
H -1.05943 -1.61561 5.36678 0.137 0.387 -0.116
H -0.88378 0.52643 6.71863 0.242 -0.059 -0.348
H 0.28872 2.49588 5.68492 -0.138 -0.337 -0.201
H 0.83459 2.41532 3.21396 -0.013 0.111 0.136